3 unconnected molecules or ions with the total composition C17H34NO10P at a distorted geometry. Source: the Open Molecules 2025 dataset; level of theory: ωB97M-V/def2-TZVPD.

```
63
Properties=species:S:1:pos:R:3:forces:R:3
C -2.351 -3.123 -2.430 -0.1 0.5 -0.3
C -1.241 -2.349 -1.447 -2.1 -1.3 -0.6
N -1.499 -0.875 -1.616 1.4 -1.7 0.4
C -0.574 0.012 -0.833 0.1 1.3 -1.6
C -1.633 0.981 0.002 -0.3 0.1 -1.2
O -1.157 2.379 0.018 -1.3 -1.6 2.7
C -1.665 3.001 1.256 1.0 1.8 0.7
C -0.792 4.409 1.446 -0.7 -0.8 0.7
C 0.259 0.774 -2.067 -0.5 3.9 -1.7
O -0.138 1.813 -2.805 3.0 -7.5 4.6
O 1.598 0.111 -2.212 -2.8 0.4 0.2
C 1.912 -0.948 -1.196 -0.4 1.5 0.8
C 0.741 -0.571 -0.061 1.5 0.8 0.4
P 0.555 -1.709 1.470 -4.5 -2.0 3.7
O -0.861 -1.561 2.208 4.9 -0.1 -3.0
O 0.742 -3.399 1.091 0.2 3.9 1.1
O 1.760 -1.238 2.656 -1.1 1.0 -3.6
H -3.463 -2.886 -2.078 2.5 -0.5 -0.6
H -2.280 -2.721 -3.552 0.0 -0.9 2.4
H -2.185 -4.282 -2.450 -0.3 2.3 0.1
H -1.558 -2.668 -0.342 1.2 0.8 -2.3
H -0.172 -2.716 -1.748 -1.9 0.7 0.7
H -1.599 -0.581 -2.616 0.4 -0.4 1.3
H -1.882 0.553 1.064 0.9 0.7 -1.9
H -2.639 0.959 -0.632 2.2 -0.1 1.3
H -1.463 2.350 2.231 -0.4 1.1 -2.2
H -2.820 3.257 1.217 2.3 -0.7 -0.2
H -0.962 5.147 0.550 0.5 -1.5 1.8
H 0.347 4.139 1.606 -2.4 0.6 -0.6
H -1.186 4.886 2.452 0.8 -0.7 -2.1
H 1.918 -2.064 -1.546 -0.4 2.4 0.2
H 3.020 -0.650 -0.880 -2.6 -0.8 -0.3
H 1.188 0.416 0.443 -1.1 -1.9 -0.9
H 0.328 -3.911 1.865 0.4 0.6 -0.8
H 2.005 -0.287 2.387 -0.4 -2.0 0.8
C 0.299 -3.801 7.136 0.2 0.1 -0.1
C -0.752 -4.637 6.432 0.2 0.1 0.3
O -0.653 -4.489 5.004 -0.1 -0.4 -0.9
C 0.171 -5.208 4.211 -0.1 0.5 -0.5
C 1.266 -6.015 4.848 -0.1 -0.8 0.0
O 0.076 -5.141 2.989 -0.1 0.1 1.7
H 1.311 -4.122 6.875 -0.1 0.0 0.1
H 0.182 -3.869 8.221 0.0 0.0 -0.1
H 0.214 -2.751 6.838 -0.1 -0.2 0.1
H -0.716 -5.691 6.722 0.1 0.1 -0.1
H -1.745 -4.274 6.713 0.1 0.0 -0.4
H 2.178 -5.415 4.889 -0.1 0.0 0.0
H 1.445 -6.903 4.232 0.1 0.4 0.0
H 1.020 -6.382 5.843 0.1 0.2 0.0
C -0.138 3.849 -4.907 0.1 0.1 0.2
C -0.298 5.313 -5.268 0.0 -0.4 -0.1
O 0.625 6.129 -4.524 0.1 0.6 0.1
C 1.900 6.378 -4.893 0.9 0.9 0.9
C 2.515 5.547 -5.982 0.1 0.2 -0.7
O 2.569 7.216 -4.296 -1.5 -1.3 -0.8
H 0.858 3.478 -5.165 -0.1 0.0 0.0
H -0.881 3.240 -5.430 0.1 0.1 0.1
H -0.259 3.705 -3.829 -0.1 0.1 -0.4
H -0.208 5.495 -6.343 0.1 0.0 0.1
H -1.302 5.643 -4.983 0.3 0.2 0.1
H 3.036 4.697 -5.535 -0.1 0.1 -0.1
H 3.235 6.167 -6.526 0.0 -0.1 0.3
H 1.799 5.194 -6.723 0.0 -0.2 0.2
```
Forces are in eV/Å.

gap between HOMO and LUMO	9.37	eV
structure (SMILES)	CCN[C@]1(COCC)C(=O)OC[C@@H]1P(=O)(O)O.CCOC(C)=O.CCOC(C)=O
multiplicity	1
HOMO	-9.16	eV
relative energy (zero: lowest compared OMol25 entry of this formula, charge and spin)	169.3	kcal per mole
E	-1816.510000	hartree

Atom charges from the Löwdin analysis, given in e for atoms 1 to 5:
1. C -0.1205
2. C -0.2417
3. N -0.0503
4. C -0.2689
5. C -0.1089



A molecular structure, C18H26BBrCl3FIN5O9P2S3 at a distorted geometry. Source: the Open Molecules 2025 dataset; level of theory: ωB97M-V/def2-TZVPD.

```
70
Properties=species:S:1:pos:R:3:forces:R:3
C 3.611 -2.438 3.427 0.1 1.1 1.1
C 2.261 -1.561 3.091 1.3 -1.5 -0.4
C 1.984 -1.680 1.452 3.7 -1.4 1.1
Br 2.064 -3.696 1.256 -0.7 0.7 -0.6
C 0.939 -0.680 0.782 0.7 2.3 2.4
O 0.463 -0.134 2.097 0.0 1.9 -1.8
C 1.616 0.523 -0.119 -0.4 -0.3 0.9
B 2.777 0.084 -1.195 3.5 -1.2 -3.4
O 2.966 0.495 -2.559 -1.4 0.8 2.1
O 3.981 -0.719 -0.888 -2.4 -0.1 1.1
P 2.947 1.533 0.890 3.5 2.3 0.4
O 2.392 2.698 1.961 0.0 -2.6 0.3
O 4.057 0.612 1.800 -2.3 0.7 0.7
S 4.230 2.464 -0.290 -1.5 -0.5 0.0
C 0.516 1.540 -0.722 0.1 0.9 0.4
N 0.904 3.001 -0.552 0.3 -0.7 -0.3
P 0.039 1.567 -2.574 0.0 -1.4 -3.5
C 1.198 2.715 -3.623 0.7 -0.2 -0.3
O 0.282 0.014 -3.351 1.6 4.5 2.3
C -0.954 1.505 0.076 0.9 0.0 -3.9
N -1.889 2.204 -0.950 -2.3 2.8 2.9
C -2.469 3.250 -0.505 0.2 0.4 -0.4
S -3.130 4.694 0.015 1.6 -3.8 -1.6
N -0.988 2.472 1.060 1.5 -1.4 4.7
C -0.649 2.796 2.190 -0.1 2.8 -1.3
S -0.291 3.926 3.309 -0.5 -2.2 -0.8
C -1.532 -0.055 0.262 -3.0 3.4 -0.3
C -2.528 0.199 1.485 -0.8 2.0 1.4
C -3.769 -0.555 2.048 -3.1 -2.8 0.3
O -4.377 -1.611 1.762 2.9 3.1 0.3
C -2.602 -0.126 -0.945 -1.7 -1.5 -7.0
O -2.434 -0.166 -2.188 2.3 0.3 5.0
N -4.115 -0.193 -0.774 0.0 1.3 0.8
C -4.777 1.031 -1.192 -2.0 3.3 3.2
O -5.320 1.745 -0.306 2.3 -2.8 -4.1
F -4.823 1.527 -2.517 0.5 -2.0 2.7
N -0.461 -1.120 0.299 0.1 -1.8 1.8
I -1.062 -2.198 2.106 -1.0 -1.6 1.2
C -0.460 -2.353 -0.540 1.1 -4.6 -3.5
Cl 1.018 -2.485 -1.727 -0.3 1.9 1.5
C -1.573 -2.912 -1.551 -1.0 -1.5 -1.0
C -2.975 -3.396 -0.977 -0.5 1.3 -0.3
Cl -0.850 -4.575 -2.138 -0.6 0.7 0.6
H 3.355 -3.465 3.859 0.5 1.4 -1.0
H 4.157 -1.876 4.283 -0.9 -0.9 -1.3
H 4.352 -2.463 2.562 -1.1 -0.2 1.1
H 1.455 -2.073 3.703 0.7 1.2 -0.8
H 2.555 -0.516 3.414 -1.0 -1.2 -0.5
H 3.089 -1.518 1.110 -2.4 0.4 -0.2
H 0.930 0.671 2.368 0.0 -0.1 -0.3
H 3.843 0.921 -2.648 -0.5 -0.8 0.2
H 3.832 -1.657 -1.135 0.1 0.7 0.1
H 2.435 2.368 2.891 -0.2 0.6 -0.7
H 4.203 1.018 2.695 -0.1 -0.5 -1.1
H 1.776 3.221 -1.044 -0.2 -0.4 0.2
H 0.215 3.628 -0.991 0.0 -0.6 0.3
H 1.372 2.188 -4.640 -0.3 0.6 1.8
H 2.220 2.865 -3.141 -1.3 0.1 -0.8
H 0.664 3.698 -3.879 0.8 -1.4 0.7
H 0.310 0.234 -4.314 -0.3 -0.7 0.9
H -3.110 1.158 1.137 1.0 -1.4 0.5
H -1.998 0.566 2.451 -0.6 -0.7 -1.8
H -4.314 -0.004 2.921 1.5 0.0 -1.3
H -4.490 -1.040 -1.224 0.6 0.6 0.0
H -0.316 -3.345 0.066 0.3 2.5 -0.7
H -1.600 -2.415 -2.611 0.1 0.1 1.5
H -3.776 -3.202 -1.789 1.3 -0.3 1.2
H -3.225 -2.735 -0.091 -0.1 -1.0 -0.8
H -3.041 -4.505 -0.726 0.4 1.7 -0.1
Cl -1.130 -1.567 -4.381 -1.5 -2.0 -1.7
```
Forces are in eV/Å.

gap between HOMO and LUMO	2.77	eV
multiplicity	1
HOMO	-6.32	eV
E	-7906.209725	hartree

Atom charges from the Löwdin analysis, given in e for atoms 1 to 5:
1. C -0.1801
2. C -0.2826
3. C -0.5472
4. Br 0.7417
5. C -0.3636



A single C5H10 molecule. Source: the Open Molecules 2025 dataset; level of theory: ωB97M-V/def2-TZVPD.

```
15
Properties=species:S:1:pos:R:3:forces:R:3
C -0.805 1.712 0.568 0.0 0.0 -0.1
C -0.737 0.253 0.820 0.2 0.3 0.5
C 0.669 -0.296 0.867 0.0 0.1 0.1
C 0.652 -1.390 -0.213 -0.1 -0.1 0.0
C -0.152 -0.726 -1.327 -0.1 0.0 0.0
H -1.772 2.062 0.192 0.1 -0.1 0.1
H -0.724 2.098 1.600 0.0 0.0 0.0
H 0.018 2.173 0.001 0.0 -0.1 0.1
H -1.070 -0.380 -0.773 0.1 0.0 -0.7
H 1.460 0.439 0.633 -0.1 0.0 0.0
H 0.860 -0.701 1.868 0.0 0.0 -0.1
H 0.094 -2.260 0.148 0.1 0.1 0.0
H 1.653 -1.728 -0.507 -0.2 0.1 0.0
H -0.524 -1.385 -2.110 0.2 -0.1 -0.1
H 0.379 0.130 -1.768 -0.2 -0.2 0.1
```
Forces are in eV/Å.

gap between HOMO and LUMO	8.60	eV
multiplicity	1
HOMO	-8.03	eV
relative energy (zero: lowest compared OMol25 entry of this formula, charge and spin)	91.4	kcal per mole
E	-196.362756	hartree

Atom charges from the Löwdin analysis, given in e for atoms 1 to 5:
1. C -0.1690
2. C -0.0655
3. C -0.2868
4. C -0.2527
5. C -0.1159



A molecular structure, C31H38N10O2SW. Source: the Open Molecules 2025 dataset; level of theory: ωB97M-V/def2-TZVPD.

```
83
Properties=species:S:1:pos:R:3:forces:R:3
W 0.297 -0.352 -0.471 -0.4 0.2 0.0
C -4.012 1.331 -0.390 0.0 0.0 0.1
C -2.583 0.982 -0.167 0.0 0.1 0.1
N -2.006 -0.062 -0.643 0.2 -0.1 -0.1
C -2.857 -1.082 -1.308 0.0 0.0 0.0
C -2.045 -2.359 -1.464 0.0 0.0 0.1
N -0.741 -1.823 -1.867 0.1 -0.1 0.1
C 0.267 -2.596 -2.632 0.1 0.0 0.0
C 1.234 -1.471 -3.051 -0.1 0.0 0.0
N 1.178 -0.524 -1.951 0.1 0.0 -0.5
C 3.764 0.957 -1.142 0.0 0.0 0.0
C 3.426 0.520 0.275 0.1 0.0 -0.1
N 1.974 0.659 0.622 0.1 -0.1 0.1
C 1.717 1.392 1.657 0.1 0.1 0.0
C 2.707 1.864 2.667 0.0 0.1 0.1
C 0.324 1.868 1.766 -0.1 0.1 0.1
C -0.106 2.859 2.642 0.1 0.0 0.1
C -1.409 3.314 2.550 -0.1 0.1 0.0
C -2.249 2.767 1.591 -0.1 0.0 0.0
C -1.753 1.774 0.765 -0.1 0.0 -0.1
N -0.490 1.344 0.856 -0.1 -0.2 0.0
H -4.377 0.974 -1.349 0.0 0.0 0.0
H -4.157 2.409 -0.341 0.0 0.0 0.0
H -4.641 0.885 0.391 0.0 0.0 0.0
H -3.153 -0.719 -2.297 0.0 0.0 0.0
H -3.764 -1.248 -0.729 0.0 0.0 0.0
H -2.475 -3.003 -2.231 0.0 0.0 0.0
H -1.955 -2.926 -0.541 0.0 0.0 0.0
H -0.986 -1.083 -2.532 0.0 0.0 0.0
H -0.182 -3.096 -3.490 0.0 0.0 0.0
H 0.732 -3.341 -1.993 0.0 0.0 0.0
H 0.886 -0.958 -3.951 0.0 0.0 0.0
H 2.249 -1.812 -3.254 0.0 0.0 0.0
H 3.354 0.323 -1.924 0.0 0.0 0.0
H 3.424 1.976 -1.327 0.0 0.0 0.0
H 4.849 0.950 -1.246 0.0 0.0 0.0
H 3.990 1.171 0.933 0.0 0.0 0.0
H 3.756 -0.492 0.499 0.0 0.0 0.0
H 3.527 1.166 2.806 0.0 0.0 0.0
H 2.216 1.993 3.630 0.0 0.0 0.0
H 3.128 2.835 2.381 0.0 0.0 0.0
H 0.561 3.277 3.382 0.0 0.0 0.0
H -1.769 4.084 3.223 0.0 0.0 0.0
H -3.275 3.100 1.507 0.0 0.0 0.0
O 3.466 -5.952 2.977 0.1 0.0 -0.1
N 2.260 -6.049 3.043 -0.1 0.2 0.1
O 1.619 -6.945 3.517 0.0 -0.1 0.0
C 1.480 -4.881 2.540 0.0 -0.1 0.0
C 0.313 -4.629 3.154 0.0 -0.1 0.1
C -0.462 -3.488 2.786 0.0 0.1 0.0
C -1.656 -3.155 3.446 0.0 0.0 0.0
C -2.315 -2.016 3.057 -0.1 -0.1 0.1
C -1.805 -1.259 2.009 0.0 0.1 -0.1
N -0.693 -1.551 1.329 0.1 0.1 0.1
C -0.014 -2.653 1.755 0.0 0.0 0.0
C 1.220 -2.938 1.108 0.0 0.0 0.0
N 1.593 -2.072 0.122 -0.1 0.0 0.0
C 2.739 -2.338 -0.515 0.0 0.2 -0.2
C 3.543 -3.427 -0.230 0.1 -0.1 0.1
C 3.180 -4.301 0.767 0.0 0.0 0.0
C 1.987 -4.053 1.482 0.1 0.0 -0.1
H -0.033 -5.291 3.940 0.0 0.0 0.0
H -2.034 -3.782 4.246 0.0 0.0 0.0
H -3.229 -1.698 3.542 0.0 0.0 0.0
H -2.347 -0.378 1.721 0.0 0.1 0.0
H 3.041 -1.653 -1.292 0.0 0.0 0.1
H 4.450 -3.578 -0.801 0.0 0.0 0.0
H 3.793 -5.158 1.003 0.0 0.0 0.0
C -1.931 3.402 -4.089 0.0 0.0 0.0
N -1.448 3.962 -2.832 0.1 -0.2 0.1
C -1.736 5.368 -2.490 0.0 0.0 0.0
C -0.934 5.586 -1.196 0.0 0.0 0.0
N -0.416 4.228 -0.915 0.0 0.0 0.2
C -0.661 3.397 -1.940 -0.1 0.1 -0.2
S 0.080 1.829 -2.137 0.1 0.0 0.1
H -1.500 3.954 -4.923 0.0 0.0 0.0
H -3.016 3.494 -4.136 0.0 0.0 0.0
H -1.639 2.360 -4.163 0.0 0.0 0.0
H -2.809 5.500 -2.355 0.0 0.0 0.0
H -1.413 6.016 -3.303 0.0 0.0 0.0
H -1.553 5.942 -0.377 0.0 0.0 0.0
H -0.111 6.283 -1.339 0.0 0.0 0.0
H 0.416 4.095 -0.365 0.0 0.0 -0.1
```
Forces are in eV/Å.

gap between HOMO and LUMO (spin up / spin down)	6.37 / 6.38	eV
multiplicity	1
total charge	+4
HOMO (spin up / spin down)	-19.60 / -19.60	eV
relative energy (zero: lowest compared OMol25 entry of this formula, charge and spin)	0.0	kcal per mole
E	-2365.990781	hartree

Atom charges from the Löwdin analysis, given in e for atoms 1 to 5:
1. W 1.7466
2. C 0.0419
3. C -0.2844
4. N -0.0522
5. C -0.1266



2 unconnected molecules or ions with the total composition Cl2HNOS at a distorted geometry. Source: the Open Molecules 2025 dataset; level of theory: ωB97M-V/def2-TZVPD.

```
6
Properties=species:S:1:pos:R:3:forces:R:3
N 0.433 -0.433 -0.429 -1.9 0.3 -0.2
O 0.177 -1.890 -2.353 0.3 -2.2 -2.1
S -0.500 -1.051 -1.476 -0.6 1.6 2.4
Cl -2.887 -1.971 -0.328 1.6 0.5 -0.7
Cl -1.595 0.363 -2.468 0.1 -0.2 0.1
H -0.182 0.259 0.023 0.5 0.1 0.5
```
Forces are in eV/Å.

gap between HOMO and LUMO (spin up / spin down)	7.78 / 7.10	eV
multiplicity	1
HOMO (spin up / spin down)	-11.30 / -10.83	eV
relative energy (zero: lowest compared OMol25 entry of this formula, charge and spin)	36.9	kcal per mole
E	-1449.041825	hartree

Atom charges from the Löwdin analysis, given in e for atoms 1 to 5:
1. N -0.1924
2. O -0.3594
3. S 0.2984
4. Cl -0.0887
5. Cl 0.3177



2 unconnected molecules or ions with the total composition C9H14O at a distorted geometry. Source: the Open Molecules 2025 dataset; level of theory: ωB97M-V/def2-TZVPD.

```
24
Properties=species:S:1:pos:R:3:forces:R:3
C -0.568 -2.844 -0.220 1.0 0.2 0.9
C 0.002 -1.508 -0.610 0.1 0.3 0.6
C 1.135 -0.995 -0.001 1.1 1.6 -1.2
C 1.551 0.299 -0.382 -1.7 0.0 0.4
C 0.803 1.069 -1.282 0.2 0.6 0.6
O 1.290 2.355 -1.383 0.1 -0.5 0.3
C -0.394 0.609 -1.872 2.1 0.1 0.9
C -0.693 -0.663 -1.476 -1.5 -1.9 -1.1
H -1.402 -2.710 0.474 -0.4 -0.1 -0.5
H 0.185 -3.306 0.427 0.0 -0.3 -0.3
H -0.769 -3.496 -1.063 -0.3 0.0 0.0
H 1.875 -1.465 0.636 -0.7 -0.7 0.4
H 2.191 0.886 0.265 0.7 -0.3 -0.4
H 0.913 2.787 -2.132 -0.5 0.5 -0.8
H -0.991 1.156 -2.582 0.0 0.1 0.0
H -1.517 -1.169 -1.991 -0.1 0.3 0.3
C -0.533 1.001 2.600 -1.8 1.9 1.2
C -1.858 0.455 3.192 0.4 0.5 -0.6
H 0.314 0.726 3.220 0.4 -0.9 -0.8
H -0.592 0.917 1.523 1.0 -0.5 -0.1
H -0.552 2.089 2.788 0.0 -0.1 -0.2
H -1.808 0.457 4.277 0.0 -0.6 0.1
H -2.052 -0.504 2.714 -0.2 -0.3 0.6
H -2.708 1.102 2.962 0.1 0.0 -0.3
```
Forces are in eV/Å.

gap between HOMO and LUMO	9.24	eV
structure (SMILES)	Cc1ccc(O)cc1.CC
multiplicity	1
HOMO	-8.37	eV
relative energy (zero: lowest compared OMol25 entry of this formula, charge and spin)	23.8	kcal per mole
E	-426.534808	hartree

Atom charges from the Löwdin analysis, given in e for atoms 1 to 5:
1. C -0.0545
2. C -0.2978
3. C -0.0438
4. C -0.0318
5. C -0.3090